{
  "formula": "C64H106F6N11O6S2",
  "method": "wB97M-V/def2-TZVPD",
  "total_charge": 9,
  "lumo_ev": -17.04,
  "gap_ev": 6.301,
  "elements": ["C", "C", "C", "O", "C", "N", "H", "H", "H", "H", "H", "H", "H", "H", "H", "H", "H", "H", "C", "C", "C", "O", "C", "N", "H", "H", "H", "H", "H", "H", "H", "H", "H", "H", "H", "H", "C", "C", "C", "N", "C", "C", "C", "C", "C", "C", "H", "H", "H", "H", "H", "H", "H", "H", "H", "H", "H", "H", "H", "H", "H", "H", "H", "H", "H", "H", "C", "C", "C", "N", "C", "C", "C", "C", "C", "C", "H", "H", "H", "H", "H", "H", "H", "H", "H", "H", "H", "H", "H", "H", "H", "H", "H", "H", "H", "H", "C", "N", "C", "C", "C", "C", "C", "C", "C", "C", "N", "C", "C", "C", "H", "H", "H", "H", "H", "H", "H", "H", "H", "H", "H", "H", "H", "H", "C", "N", "C", "C", "C", "C", "C", "C", "C", "C", "N", "C", "C", "C", "H", "H", "H", "H", "H", "H", "H", "H", "H", "H", "H", "H", "H", "H", "C", "N", "C", "C", "C", "C", "C", "C", "C", "C", "N", "C", "C", "C", "H", "H", "H", "H", "H", "H", "H", "H", "H", "H", "H", "H", "H", "H", "C", "F", "F", "F", "S", "O", "O", "N", "S", "O", "O", "C", "F", "F", "F"],
  "positions_angstrom": [[-8.116, -2.136, -4.281], [-8.363, -1.204, -3.147], [-7.056, -0.500, -2.685], [-6.445, 0.085, -3.791], [-5.163, 0.678, -3.599], [-9.575, -0.336, -3.400], [-10.229, -0.681, -4.088], [-10.099, -0.170, -2.552], [-9.345, 0.602, -3.695], [-9.040, -2.583, -4.648], [-7.481, -2.941, -3.910], [-7.557, -1.659, -5.086], [-8.594, -1.841, -2.293], [-6.465, -1.188, -2.080], [-7.348, 0.218, -1.918], [-4.360, -0.060, -3.600], [-5.078, 1.220, -2.657], [-4.849, 1.405, -4.349], [4.243, 3.715, 0.731], [3.150, 4.794, 0.840], [1.785, 4.424, 1.469], [1.966, 3.574, 2.607], [1.949, 4.381, 3.842], [3.712, 6.098, 1.541], [3.183, 6.954, 1.451], [3.662, 5.894, 2.528], [4.638, 6.289, 1.185], [5.221, 3.997, 1.121], [4.407, 3.314, -0.269], [3.758, 2.974, 1.366], [2.981, 5.300, -0.111], [1.371, 3.734, 0.733], [1.040, 5.207, 1.610], [0.898, 4.619, 4.008], [2.508, 5.309, 3.723], [2.176, 3.754, 4.704], [3.141, -4.190, -2.223], [4.309, -4.936, -2.740], [5.480, -4.114, -3.198], [6.727, -4.937, -3.542], [6.607, -6.091, -4.597], [6.471, -5.561, -5.959], [7.422, -4.396, -6.384], [7.397, -3.220, -5.348], [7.736, -3.796, -3.972], [7.370, -5.551, -2.262], [2.783, -3.645, -3.097], [3.390, -3.563, -1.367], [2.337, -4.879, -1.965], [4.072, -5.598, -3.573], [4.591, -5.617, -1.936], [5.819, -3.368, -2.479], [5.236, -3.694, -4.173], [5.822, -6.777, -4.280], [7.577, -6.587, -4.560], [5.444, -5.334, -6.245], [6.694, -6.454, -6.542], [7.338, -4.162, -7.446], [8.455, -4.737, -6.448], [6.489, -2.618, -5.388], [8.022, -2.421, -5.747], [7.972, -3.082, -3.182], [8.654, -4.295, -4.282], [6.678, -6.182, -1.703], [7.624, -4.732, -1.589], [8.194, -6.142, -2.662], [4.497, 0.715, 10.417], [4.719, 1.688, 9.182], [5.707, 1.193, 8.116], [5.744, 1.928, 6.782], [4.426, 1.673, 5.891], [4.594, 2.194, 4.484], [5.944, 1.836, 3.717], [7.307, 1.850, 4.628], [7.036, 1.360, 6.089], [5.913, 3.512, 6.901], [3.491, 0.921, 10.782], [5.291, 0.807, 11.159], [4.705, -0.346, 10.277], [5.023, 2.665, 9.558], [3.723, 1.954, 8.830], [5.474, 0.175, 7.806], [6.725, 1.117, 8.498], [4.335, 0.589, 5.814], [3.523, 1.883, 6.464], [3.751, 1.773, 3.936], [4.388, 3.259, 4.586], [5.960, 0.876, 3.200], [6.031, 2.528, 2.879], [8.112, 1.305, 4.134], [7.826, 2.781, 4.397], [6.847, 0.290, 6.168], [7.951, 1.420, 6.678], [6.843, 3.722, 7.430], [5.106, 3.977, 7.468], [5.906, 3.976, 5.915], [-1.819, -7.572, -5.434], [-1.817, -7.137, -4.049], [-1.145, -7.867, -3.077], [-0.971, -7.413, -1.798], [-1.683, -6.299, -1.341], [-2.371, -5.590, -2.372], [-2.495, -6.045, -3.712], [-1.497, -5.761, 0.051], [-2.533, -5.332, 0.847], [-2.305, -4.706, 2.057], [-1.011, -4.398, 2.438], [0.046, -4.866, 1.715], [-0.192, -5.535, 0.521], [-0.806, -3.414, 3.495], [-0.844, -8.045, -5.551], [-1.907, -6.712, -6.099], [-2.539, -8.372, -5.608], [-0.517, -8.713, -3.314], [-0.404, -7.972, -1.069], [-2.971, -4.750, -2.054], [-3.098, -5.541, -4.453], [-3.544, -5.620, 0.597], [-3.032, -4.451, 2.814], [1.097, -4.766, 1.941], [0.635, -5.802, -0.120], [-0.822, -4.033, 4.392], [-1.529, -2.607, 3.377], [0.206, -3.028, 3.375], [1.227, 0.218, -3.689], [0.574, 1.537, -3.759], [0.669, 2.263, -4.863], [-0.250, 3.297, -5.133], [-1.059, 3.704, -4.088], [-1.047, 2.967, -2.910], [-0.215, 1.861, -2.760], [-1.926, 4.857, -4.233], [-1.881, 5.840, -3.237], [-2.697, 7.009, -3.307], [-3.563, 7.155, -4.339], [-3.652, 6.307, -5.392], [-2.836, 5.150, -5.379], [-4.535, 8.270, -4.307], [1.646, -0.175, -4.615], [0.493, -0.542, -3.424], [2.015, -0.023, -2.974], [1.386, 1.901, -5.585], [-0.156, 3.770, -6.099], [-1.616, 3.289, -2.051], [-0.127, 1.288, -1.849], [-1.373, 5.738, -2.289], [-2.733, 7.765, -2.537], [-4.456, 6.314, -6.113], [-3.091, 4.335, -6.039], [-5.421, 7.795, -3.888], [-4.894, 8.678, -5.252], [-4.271, 9.099, -3.650], [-2.305, 0.300, 2.349], [-3.599, 1.016, 2.548], [-3.843, 1.524, 3.816], [-5.060, 2.101, 4.147], [-6.033, 2.087, 3.203], [-5.764, 1.423, 1.940], [-4.563, 0.920, 1.628], [-7.339, 2.755, 3.302], [-8.452, 2.038, 3.833], [-9.710, 2.691, 3.870], [-9.820, 4.068, 3.631], [-8.705, 4.782, 3.193], [-7.419, 4.136, 3.112], [-11.190, 4.641, 3.683], [-1.526, 1.057, 2.262], [-2.264, -0.387, 1.504], [-2.025, -0.226, 3.260], [-2.978, 1.639, 4.452], [-5.018, 2.737, 5.019], [-6.582, 1.513, 1.240], [-4.244, 0.442, 0.714], [-8.340, 0.981, 4.024], [-10.633, 2.213, 4.165], [-8.926, 5.839, 3.163], [-6.493, 4.657, 2.918], [-10.998, 5.547, 4.258], [-11.955, 3.992, 4.109], [-11.628, 4.948, 2.734], [-2.207, -1.128, -1.972], [-3.137, -2.087, -2.299], [-1.805, -0.438, -3.065], [-2.832, -0.339, -1.125], [-0.717, -1.958, -1.053], [-1.307, -2.536, 0.163], [-0.139, -2.881, -2.083], [0.243, -0.567, -0.730], [1.523, -1.037, 0.029], [1.423, -2.195, 0.878], [2.713, -1.044, -0.862], [1.719, 0.528, 1.239], [0.698, 0.769, 2.074], [2.844, 0.422, 1.929], [1.821, 1.556, 0.391]],
  "mulliken_charge": [-1.3237, -0.0912, -0.4582, -0.3657, -0.6335, -0.1589, 0.3647, 0.3730, 0.3599, 0.4467, 0.3432, 0.3474, 0.2585, 0.3600, 0.3856, 0.1867, 0.2814, 0.3147, -0.8495, 0.1961, -0.5571, -0.0860, -0.8008, -0.1602, 0.4014, 0.1205, 0.3860, 0.4781, 0.3466, -0.0755, 0.4458, -0.2053, 0.6274, 0.2864, 0.3598, 0.1528, -1.0154, -0.6397, -0.5220, 0.0486, -0.6505, -0.4881, -0.8509, -0.7180, -0.5926, -0.8725, 0.2973, 0.3078, 0.1484, 0.3606, 0.3554, 0.3379, 0.2766, 0.3628, 0.4710, 0.2851, 0.4506, 0.4317, 0.3290, 0.2812, 0.4891, 0.5098, 0.4024, 0.3354, 0.3711, 0.4638, -1.2604, -0.4771, -0.7376, 0.1681, -1.1549, 0.6319, -0.5295, -1.1008, -0.6855, -0.9938, 0.3243, 0.3740, 0.3664, 0.4098, 0.2883, 0.4171, 0.4634, 0.4206, 0.4412, 0.1022, -0.0190, 0.3512, 0.0491, 0.5146, 0.4139, 0.4851, 0.5210, 0.3837, 0.3850, 0.3873, -0.8892, 0.0950, -0.4449, -0.6106, 0.2662, -0.5073, -0.5481, 1.1402, -0.4874, -0.6206, 0.1303, -0.4892, -0.3677, -0.8909, 0.3415, 0.3714, 0.3463, 0.4099, 0.6298, 0.4280, 0.5445, 0.6770, 0.5928, 0.4252, 0.2323, 0.3983, 0.1663, 0.3652, -0.8577, 0.3281, -0.4104, -0.6308, 1.2598, -0.9627, -0.5221, 0.5582, -0.7784, -0.1716, -0.0047, -0.2089, -0.6608, -0.8949, 0.3456, 0.1954, 0.2744, 0.4717, 0.5801, 0.5839, 0.7136, 0.4805, 0.4075, 0.4200, 0.4635, 0.4309, 0.3605, 0.2929, -1.1698, 0.2902, -0.0824, -0.5993, 0.6841, -0.7875, -0.6269, 0.3323, -0.5489, -0.2309, 0.0463, -0.4432, -0.4414, -0.8011, 0.4759, 0.1863, 0.3796, 0.5318, 0.4628, 0.5827, 0.7953, 0.4963, 0.4442, 0.4406, 0.5215, 0.3446, 0.3253, 0.3618, 0.2500, -0.1777, -0.1573, 0.0333, 0.2022, 0.1246, -0.6734, 0.1887, 1.0811, -0.5455, -0.6620, 0.2677, -0.1894, -0.2064, -0.2371]
}

---

{
  "formula": "CH3BrO2",
  "method": "wB97M-V/def2-TZVPD",
  "total_charge": 0,
  "lumo_ev": [-0.31, 0.16],
  "gap_ev": [7.378, 9.920],
  "elements": ["C", "O", "O", "Br", "H", "H", "H"],
  "positions_angstrom": [[0.148, 0.000, -0.034], [-0.624, -0.699, -0.874], [-0.089, 1.244, 0.139], [2.006, -0.450, 0.107], [-0.912, -0.215, 2.025], [-0.276, -1.584, -0.700], [-0.253, 1.703, -0.664]],
  "nbo_charge": [0.4881, -0.6731, -0.6823, -0.0210, -0.0915, 0.5030, 0.4768]
}

---

{
  "formula": "H14O7",
  "method": "wB97M-V/def2-TZVPD",
  "total_charge": 0,
  "lumo_ev": 0.61,
  "gap_ev": 11.906,
  "elements": ["O", "H", "H", "O", "H", "H", "O", "H", "H", "O", "H", "H", "O", "H", "H", "O", "H", "H", "O", "H", "H"],
  "positions_angstrom": [[-8.146, -4.678, -1.862], [-8.799, -4.821, -1.149], [-8.110, -5.439, -2.390], [-7.681, -6.646, -4.675], [-7.235, -6.677, -5.572], [-8.469, -7.020, -5.065], [-6.476, -4.044, -4.500], [-7.047, -4.858, -4.312], [-6.433, -3.635, -3.616], [-8.271, -5.425, -8.823], [-7.430, -5.067, -8.474], [-8.166, -5.365, -9.791], [-8.492, -7.724, -7.312], [-8.195, -8.626, -7.524], [-8.200, -7.148, -8.060], [-6.840, -2.630, -6.931], [-7.735, -2.373, -7.273], [-6.985, -2.911, -5.999], [-5.884, -5.040, -7.443], [-6.166, -4.252, -6.993], [-5.031, -5.275, -6.987]],
  "nbo_charge": [-0.9562, 0.4786, 0.4776, -0.9835, 0.5014, 0.4943, -0.9988, 0.5086, 0.4890, -0.9734, 0.5068, 0.4737, -0.9957, 0.4692, 0.5094, -0.9775, 0.4825, 0.5059, -0.9973, 0.4991, 0.4863]
}

---

{
  "formula": "C32H31N4NiO5S2Sb",
  "method": "wB97M-V/def2-TZVPD",
  "spin_multiplicity": 3,
  "total_charge": 0,
  "lumo_ev": [0.26, -0.38],
  "gap_ev": [7.478, 6.968],
  "elements": ["Ni", "O", "C", "N", "C", "C", "C", "C", "C", "C", "N", "C", "C", "C", "C", "C", "N", "H", "H", "H", "H", "H", "H", "H", "H", "H", "H", "O", "N", "O", "O", "C", "S", "C", "O", "H", "H", "H", "H", "H", "H", "S", "Sb", "C", "C", "C", "C", "C", "C", "C", "C", "C", "C", "C", "C", "C", "C", "C", "C", "C", "C", "H", "H", "H", "H", "H", "H", "H", "H", "H", "H", "H", "H", "H", "H", "H"],
  "positions_angstrom": [[2.033, 0.375, -1.131], [1.933, 4.457, -0.771], [2.165, 3.251, -0.683], [1.651, 2.295, -1.453], [0.809, 2.720, -2.538], [0.328, 1.539, -3.317], [-0.544, 1.702, -4.391], [-0.941, 0.597, -5.117], [-0.467, -0.651, -4.734], [0.378, -0.731, -3.643], [0.785, 0.336, -2.957], [3.126, 2.704, 0.333], [3.573, 3.485, 1.392], [4.541, 2.968, 2.233], [5.050, 1.708, 1.959], [4.520, 0.984, 0.901], [3.555, 1.455, 0.125], [-0.041, 3.309, -2.158], [1.371, 3.383, -3.214], [-0.899, 2.691, -4.639], [-1.604, 0.702, -5.964], [-0.753, -1.541, -5.272], [0.745, -1.692, -3.306], [3.166, 4.478, 1.513], [4.904, 3.540, 3.073], [5.853, 1.294, 2.547], [4.910, 0.004, 0.662], [3.937, -0.892, -1.391], [3.355, -1.826, -0.892], [3.774, -2.627, -0.112], [2.104, -1.961, -1.386], [2.111, -2.821, 2.551], [2.727, -1.136, 2.201], [1.952, -0.377, 3.681], [1.907, -0.627, 1.063], [1.028, -2.832, 2.613], [2.563, -3.125, 3.487], [2.448, -3.465, 1.746], [2.461, -0.734, 4.569], [0.901, -0.650, 3.704], [2.051, 0.701, 3.603], [1.061, -3.108, -0.745], [-0.558, -0.651, -0.187], [-1.645, 1.133, 0.461], [-1.023, 2.362, 0.561], [-1.746, 3.490, 0.922], [-3.094, 3.379, 1.211], [-3.710, 2.139, 1.149], [-2.991, 1.021, 0.768], [-2.191, -1.281, -1.487], [-2.981, -0.321, -2.099], [-4.080, -0.691, -2.854], [-4.395, -2.031, -3.011], [-3.573, -2.995, -2.453], [-2.468, -2.619, -1.708], [-1.197, -1.716, 1.595], [-1.370, -3.091, 1.615], [-1.828, -3.728, 2.757], [-2.078, -2.998, 3.907], [-1.849, -1.633, 3.914], [-1.419, -0.998, 2.761], [0.036, 2.438, 0.354], [-1.255, 4.452, 0.959], [-3.671, 4.250, 1.482], [-4.760, 2.042, 1.383], [-3.485, 0.059, 0.713], [-2.751, 0.728, -1.967], [-4.702, 0.069, -3.305], [-5.278, -2.321, -3.563], [-3.797, -4.045, -2.584], [-1.818, -3.377, -1.294], [-1.132, -3.674, 0.736], [-1.993, -4.795, 2.748], [-2.440, -3.492, 4.795], [-2.020, -1.060, 4.815], [-1.266, 0.074, 2.765]],
  "mulliken_spin": [1.7075, 0.0037, -0.0033, 0.0952, 0.0089, -0.0079, 0.0023, -0.0016, 0.0024, -0.0060, 0.0561, 0.0085, 0.0004, 0.0022, 0.0001, 0.0024, 0.0239, 0.0005, 0.0038, 0.0001, -0.0001, -0.0005, 0.0005, 0.0003, 0.0001, -0.0004, -0.0003, 0.0023, 0.0065, 0.0016, 0.0112, 0.0004, -0.0037, 0.0007, -0.0877, -0.0001, -0.0001, 0.0002, 0.0001, -0.0001, 0.0000, 0.0132, 0.1373, 0.0064, 0.0110, 0.0011, -0.0007, 0.0007, -0.0072, 0.0109, -0.0019, -0.0005, 0.0013, 0.0004, 0.0021, 0.0039, 0.0005, 0.0004, 0.0012, -0.0001, -0.0033, -0.0076, 0.0001, 0.0001, 0.0002, -0.0019, -0.0002, 0.0003, 0.0002, 0.0001, 0.0004, 0.0013, 0.0000, 0.0001, 0.0002, 0.0000]
}

---

no.,maximum force (eV/Å),E_tot (eV)
1,4.7,-134625.262
2,3.0,-75218.484
3,2.6,-14560.303
4,2.1,-119131.130